No. 1
{
  "formula": "C5H20O5",
  "method": "ωB97M-V/def2-TZVPD",
  "symbols": ["O", "O", "O", "O", "O", "C", "C", "C", "C", "C", "H", "H", "H", "H", "H", "H", "H", "H", "H", "H", "H", "H", "H", "H", "H", "H", "H", "H", "H", "H"],
  "coordinates": [[-1.72594, -0.14998, -0.91539], [3.09884, -1.28203, -2.59409], [2.28054, 0.54685, 1.84480], [-1.87372, 0.56729, 0.76669], [0.47901, 0.73568, 1.05188], [0.11091, -0.02237, -0.06076], [-1.71877, 0.99717, 2.12924], [1.77894, -0.70307, -2.59102], [-2.89445, 0.22393, -1.61721], [2.69997, -0.73051, 2.21683], [-3.19589, 1.23545, -1.34512], [-0.41209, 0.64242, -0.74824], [1.42061, 0.46135, 1.42670], [-1.46768, 0.22779, 2.85937], [0.96794, -1.29625, -2.16853], [3.63383, -0.87975, 2.75881], [2.70284, -1.30711, 1.29184], [-2.76446, 0.21922, -2.69942], [-0.94322, 1.76226, 2.16489], [-2.39044, 1.24185, 0.31995], [1.38768, -0.60879, -3.60401], [-0.28884, 0.74710, 1.62798], [3.42034, -1.07678, -3.47505], [-0.67230, -0.75079, 0.14918], [-1.93118, -0.32311, 0.00630], [1.91561, -1.11454, 2.86905], [1.01012, -0.41460, -0.53580], [-2.71177, 1.38056, 2.36388], [1.69267, 0.24773, -2.06509], [-3.60912, -0.57696, -1.42768]],
  "de_lowest_kcal_mol": 284.43,
  "energy_ha": -578.21346,
  "homo_energy_ev": -7.97,
  "lumo_energy_ha": 0.00380,
  "total_charge": 0,
  "max_force_ev_per_a": 13.79,
  "gap_ev": 8.07
}

No. 2
{
  "formula": "C4H3N3O",
  "method": "ωB97M-V/def2-TZVPD",
  "symbols": ["O", "N", "N", "N", "C", "C", "C", "C", "H", "H", "H"],
  "coordinates": [[1.60972, 0.12716, -1.25300], [1.35794, -1.12372, -1.55617], [-0.43471, 1.21958, 1.08494], [0.61319, 1.72291, 0.34889], [-0.20462, -0.41130, -0.14038], [0.26242, -1.47172, -0.96312], [-1.06264, 0.11569, 0.77898], [0.76414, 0.67066, -0.47244], [-0.75705, 1.80152, 1.96681], [-0.09970, -2.53606, -0.90268], [-2.04868, -0.11472, 1.10815]],
  "de_lowest_kcal_mol": 75.68,
  "smiles": "c1noc2n[nH]cc12",
  "energy_ha": -393.59880,
  "homo_energy_ev": -9.24,
  "lumo_energy_ha": 0.02462,
  "total_charge": 0,
  "max_force_ev_per_a": 7.57,
  "gap_ev": 9.91
}

No. 3
{
  "formula": "C2H3BrOS",
  "method": "ωB97M-V/def2-TZVPD",
  "symbols": ["Br", "S", "O", "C", "C", "H", "H", "H"],
  "coordinates": [[-1.53987, -1.54073, -0.00723], [-1.39363, 1.63519, -0.00811], [-2.73616, 1.16268, -0.03009], [-0.26989, -0.10855, 0.08158], [1.18017, -0.26023, -0.00273], [1.75280, -0.64698, 0.99204], [1.49063, 0.70244, -0.22686], [1.51594, -0.94382, -0.79861]],
  "de_lowest_kcal_mol": 70.86,
  "energy_ha": -3125.32330,
  "homo_energy_ev": [-8.33, -8.99],
  "lumo_energy_ha": [-0.03372, -0.01259],
  "total_charge": 0,
  "max_force_ev_per_a": 5.77,
  "gap_ev": [7.41, 8.65]
}

No. 4
{
  "formula": "C29H61BrF7O8PSi2",
  "method": "ωB97M-V/def2-TZVPD",
  "symbols": ["Br", "P", "Si", "Si", "F", "F", "F", "F", "F", "F", "F", "O", "O", "O", "O", "O", "O", "O", "O", "C", "C", "C", "C", "C", "C", "C", "C", "C", "C", "C", "C", "C", "C", "C", "C", "C", "C", "C", "C", "C", "C", "C", "C", "C", "C", "C", "C", "C", "H", "H", "H", "H", "H", "H", "H", "H", "H", "H", "H", "H", "H", "H", "H", "H", "H", "H", "H", "H", "H", "H", "H", "H", "H", "H", "H", "H", "H", "H", "H", "H", "H", "H", "H", "H", "H", "H", "H", "H", "H", "H", "H", "H", "H", "H", "H", "H", "H", "H", "H", "H", "H", "H", "H", "H", "H", "H", "H", "H", "H"],
  "coordinates": [[-1.04257, 8.81398, 0.76290], [-0.19590, 6.97255, 1.79173], [1.46995, 6.13503, 0.55756], [2.10795, 3.28860, 0.50693], [4.23814, 1.28920, -1.61008], [5.05537, 4.12242, 0.77943], [3.21851, 0.68708, 1.08208], [4.76046, 3.67748, -1.85660], [3.57654, 2.44521, 2.68491], [6.47430, 2.09335, -1.35345], [6.06469, 2.02976, 1.32007], [8.04487, -2.47841, 7.04095], [-7.35183, 0.33218, -5.41309], [2.22275, 4.81503, 1.44010], [-3.48932, -3.09279, 2.28552], [-2.41349, 0.47948, -3.65778], [4.95636, -2.06889, 3.31530], [-4.86448, -2.89140, -4.04496], [-1.37878, 5.68733, 1.86197], [-3.00902, 1.75472, -3.88273], [5.03145, 2.41705, -1.06880], [-4.70402, -1.56523, 3.68905], [-3.06521, -4.07314, -2.97499], [9.44724, -2.22685, 7.00123], [-8.27280, 1.41978, -5.43486], [-0.14820, -1.54069, 1.88798], [-8.56653, 1.85975, -4.00956], [0.09825, 1.04311, 0.53960], [-4.41028, -2.00520, 2.26374], [0.09231, 0.08642, 1.90722], [-2.66951, -2.62446, -4.98821], [4.91249, 2.63544, 0.55304], [-4.37071, 1.56725, -4.53236], [-0.20089, -2.48476, 3.26307], [5.52867, -1.23411, 1.13486], [3.48403, 2.13871, 1.20869], [-5.67876, -2.43375, 1.54340], [5.88932, -2.20652, 2.24659], [-9.54128, 0.99122, -6.15521], [-3.48001, -2.81183, -3.71567], [-0.39310, -1.38503, -0.93818], [0.30672, 2.65484, 0.75573], [-2.08908, 2.59320, -4.75580], [10.04112, -2.87954, 5.76313], [-0.39753, -2.33079, 0.43701], [7.29462, -1.95453, 2.76910], [-0.14741, 0.26848, -0.88447], [9.69018, -0.72608, 7.00722], [-3.66524, -4.20172, -2.06783], [7.53590, -2.65366, 3.57704], [10.76083, -0.49943, 6.99309], [-2.11486, 5.99044, 1.23340], [-5.39792, -0.71901, 3.70592], [-10.01060, 0.13988, -5.64946], [-0.60253, -3.50088, 0.40396], [-0.96688, -3.39090, 3.13246], [-3.78034, -1.27131, 4.19916], [-5.45055, -2.75951, 0.52295], [-4.99137, -3.66128, -4.62393], [9.88599, -2.67445, 7.89962], [-3.13003, 2.23664, -2.90648], [4.51024, -1.41916, 0.77700], [-0.07204, 2.93522, 1.83198], [-6.14809, -3.28510, 2.04915], [7.64683, -2.08453, 6.24694], [1.00338, 5.75928, -0.77553], [5.55356, -0.19966, 1.49562], [-4.86200, 2.53004, -4.70427], [-9.26043, 2.70597, -3.99269], [11.12229, -2.71748, 5.71160], [-4.27898, 1.04516, -5.49138], [-6.40196, -1.61364, 1.49591], [5.01684, -1.15914, 3.65103], [-2.30216, 0.04421, -4.51927], [8.03783, -2.06841, 1.97378], [5.81326, -3.23438, 1.87556], [2.37043, 3.65941, -0.87837], [-5.13872, -2.38572, 4.27089], [9.22022, -0.24942, 6.13967], [-2.00818, -4.03605, -2.69359], [-9.00123, 1.03926, -3.42772], [9.58360, -2.47924, 4.85138], [9.24665, -0.26799, 7.89785], [-3.93514, -1.18442, 1.71556], [-2.98731, -1.71946, -5.51712], [-3.34782, -1.94171, -3.06347], [0.87345, -2.89025, 3.55571], [7.38213, -0.94570, 3.18783], [-5.01803, 0.95166, -3.89849], [9.84792, -3.95758, 5.76612], [-2.51190, 3.58676, -4.93448], [-3.23173, -4.96295, -3.59252], [-2.82201, -3.46282, -5.67713], [-1.91641, 2.10750, -5.72281], [-0.17271, 0.87177, -1.88789], [6.21891, -1.32631, 0.29050], [-10.26448, 1.81134, -6.20270], [-9.31306, 0.66546, -7.17566], [-0.61657, -1.82359, 4.16171], [-1.60063, -2.54384, -4.76718], [-7.64285, 2.15366, -3.49945], [-0.60700, -1.94874, -1.96849], [-7.76527, -0.40135, -4.92831], [-7.79765, 2.24056, -5.98305], [-0.35432, 3.19066, -0.08107], [-3.90276, -3.82633, 2.77030], [0.25636, 0.59729, 2.94711], [2.48835, 7.21083, 0.45769], [-1.10876, 2.70946, -4.28148]],
  "energy_ha": -5936.51973,
  "homo_energy_ev": -8.16,
  "lumo_energy_ha": -0.01863,
  "total_charge": 0,
  "max_force_ev_per_a": 5.50,
  "gap_ev": 7.65
}

Copy entry 1 word for word.
{
  "formula": "C5H20O5",
  "method": "ωB97M-V/def2-TZVPD",
  "symbols": ["O", "O", "O", "O", "O", "C", "C", "C", "C", "C", "H", "H", "H", "H", "H", "H", "H", "H", "H", "H", "H", "H", "H", "H", "H", "H", "H", "H", "H", "H"],
  "coordinates": [[-1.72594, -0.14998, -0.91539], [3.09884, -1.28203, -2.59409], [2.28054, 0.54685, 1.84480], [-1.87372, 0.56729, 0.76669], [0.47901, 0.73568, 1.05188], [0.11091, -0.02237, -0.06076], [-1.71877, 0.99717, 2.12924], [1.77894, -0.70307, -2.59102], [-2.89445, 0.22393, -1.61721], [2.69997, -0.73051, 2.21683], [-3.19589, 1.23545, -1.34512], [-0.41209, 0.64242, -0.74824], [1.42061, 0.46135, 1.42670], [-1.46768, 0.22779, 2.85937], [0.96794, -1.29625, -2.16853], [3.63383, -0.87975, 2.75881], [2.70284, -1.30711, 1.29184], [-2.76446, 0.21922, -2.69942], [-0.94322, 1.76226, 2.16489], [-2.39044, 1.24185, 0.31995], [1.38768, -0.60879, -3.60401], [-0.28884, 0.74710, 1.62798], [3.42034, -1.07678, -3.47505], [-0.67230, -0.75079, 0.14918], [-1.93118, -0.32311, 0.00630], [1.91561, -1.11454, 2.86905], [1.01012, -0.41460, -0.53580], [-2.71177, 1.38056, 2.36388], [1.69267, 0.24773, -2.06509], [-3.60912, -0.57696, -1.42768]],
  "de_lowest_kcal_mol": 284.43,
  "energy_ha": -578.21346,
  "homo_energy_ev": -7.97,
  "lumo_energy_ha": 0.00380,
  "total_charge": 0,
  "max_force_ev_per_a": 13.79,
  "gap_ev": 8.07
}